[1]
ORCA calculation (wB97M-V/def2-TZVPD) on a structure of composition C9H18Cl2IrN3O4PV.

- Energy above the lowest of the compared OMol25 structures with the same formula, charge and spin: 39.6 kcal/mol
- HOMO level (alpha / beta): -22.52 / -23.21 eV
- <S²>: 12.0441
- Spin multiplicity: 7
- HOMO-LUMO gap (alpha / beta): 7.96 / 4.88 eV
- Total charge: +4

Each line ends with the Mulliken spin population.
CARTESIAN COORDINATES (ANGSTROEM)
Ir -0.2226 0.7621 -2.1559  1.84
H 1.6939 -2.2691 -0.2396  0.01
O -1.4782 1.7851 -7.3111  0.13
Cl -1.3276 -1.3969 -4.0980  0.15
H -3.3280 -1.4472 1.2584  0.01
H -2.1097 1.3631 2.4531  0.03
C 0.0678 -0.7839 -6.1165  -0.10
H -0.1437 -1.7056 3.3708  0.00
C 0.8657 -1.7216 2.9429  0.00
H 1.5898 2.0064 -0.3351  0.01
N 0.8351 -1.4333 1.5092  0.56
H 1.3790 2.2555 3.0933  0.00
H -2.3682 -1.5215 -0.2205  0.02
C 1.9749 -2.0079 0.7963  0.01
C -2.3117 -1.5256 0.8754  0.03
H -3.1283 -0.0579 2.6828  0.01
H -1.8726 -2.4497 1.2755  0.06
H -1.5425 -0.0439 3.4399  0.06
H 1.3057 -2.7202 3.0815  0.02
V -0.3270 0.5713 -4.7750  1.95
O -0.7942 3.2976 -3.6905  0.01
H 2.2972 -2.9155 1.3376  0.02
H 2.8413 -1.3172 0.7886  0.05
O 0.2903 -1.4930 -7.0054  0.06
H 0.6864 0.6757 3.4603  0.02
C 0.5562 1.5742 2.8505  -0.01
H 1.9902 2.7960 1.2096  0.01
C -0.6274 2.2587 -3.1358  0.02
N 0.5781 1.2596 1.4005  0.32
H 1.5069 -1.0087 3.4863  0.05
H -0.3793 2.0670 3.1293  0.02
C -2.0961 0.2718 2.5404  0.02
P -0.0110 -0.1835 0.8091  -0.11
Cl 1.7112 1.4328 -4.7180  0.10
N -1.5628 -0.3584 1.3473  0.68
C 1.7681 1.8273 0.7390  0.01
H 2.6432 1.1628 0.8761  0.02
O 0.1697 -0.4153 -0.6951  -0.01
C -1.1201 1.4088 -6.2573  -0.11

Forces on atoms 1 to 6 (eV/Å):
-0.55 1.06 -1.86
0.21 0.24 0.48
1.94 -2.03 6.24
0.33 1.39 0.93
0.02 -0.10 0.05
0.27 -0.01 0.03

[2]
ORCA calculation (wB97M-V/def2-TZVPD) on a structure of composition C9H27FNa2O12P3.

- Energy above the lowest of the compared OMol25 structures with the same formula, charge and spin: 252.6 kcal/mol
- HOMO level: -12.50 eV
- HOMO-LUMO gap: 8.60 eV
- Total charge: +1

Each line ends with the Löwdin charge.
CARTESIAN COORDINATES (ANGSTROEM)
P -19.0423 -26.6479 -11.6363  0.52
H -11.2940 -25.9028 -16.3476  0.10
O -13.4774 -25.6347 -10.2089  -0.21
H -17.1036 -26.3488 -11.9433  0.03
H -13.9507 -29.7235 -10.0085  0.10
O -13.6844 -26.8549 -13.7220  -0.19
O -20.5810 -27.1158 -11.3544  -0.21
H -12.7792 -26.6544 -16.7030  0.08
Na -16.7561 -25.9788 -15.8679  0.50
H -15.7604 -23.6232 -15.5831  0.08
H -16.4509 -24.3080 -8.2379  0.09
H -18.7891 -28.7380 -9.1377  0.10
H -14.6890 -24.8285 -8.2002  0.09
H -16.5569 -26.1520 -13.6214  -0.01
F -17.2841 -25.1536 -14.2102  -0.50
O -15.9374 -25.5696 -9.7281  -0.25
O -12.8573 -25.1589 -15.4191  -0.21
O -14.8274 -24.5816 -13.8997  -0.21
H -16.0832 -27.6175 -12.7916  0.12
C -21.5874 -26.2636 -11.9032  -0.08
O -15.1121 -25.9785 -12.0725  -0.27
H -21.1656 -25.7754 -12.7818  0.07
C -18.0233 -28.3127 -9.7864  -0.08
Na -18.9066 -26.0591 -14.5555  0.61
C -16.2958 -26.5586 -12.6443  -0.11
H -16.2853 -23.1921 -14.0608  0.08
P -14.7260 -26.2671 -10.5586  0.45
O -19.2785 -25.1078 -11.2865  -0.19
P -14.2494 -25.7914 -14.7878  0.59
O -14.7952 -27.9027 -10.3140  -0.23
H -14.7684 -22.4970 -14.5209  0.11
H -11.8136 -26.4685 -13.1021  0.11
C -18.3371 -24.0933 -11.8457  -0.02
H -22.2530 -27.0650 -12.2238  0.10
H -12.7724 -27.1753 -11.8042  0.06
H -17.9200 -29.0186 -10.6105  0.10
C -15.3590 -23.4103 -14.5924  -0.04
C -13.6895 -28.6752 -9.8634  -0.09
C -12.8050 -26.4879 -12.6495  -0.08
H -12.4586 -25.1077 -17.5413  0.10
H -13.6376 -28.4550 -8.7972  0.09
H -17.8222 -23.6927 -10.9725  0.09
H -17.5708 -24.4046 -12.5558  0.05
H -18.8231 -23.2110 -12.2619  0.10
H -12.7023 -28.4636 -10.2743  0.08
O -18.5595 -26.9161 -13.0199  -0.32
H -13.0563 -25.5229 -12.2094  0.08
H -22.1139 -25.6270 -11.1920  0.11
H -16.1481 -25.9390 -7.7895  0.09
C -12.3240 -25.6678 -16.6160  -0.10
O -15.2666 -26.3473 -15.7531  -0.28
C -15.7280 -25.1139 -8.3647  -0.05
H -17.0970 -28.1157 -9.2468  0.09
O -18.1256 -27.0480 -10.3624  -0.23

Forces on atoms 1 to 6 (eV/Å):
-2.25 0.95 2.69
0.25 0.45 -0.68
1.51 0.23 1.01
2.02 -0.04 -0.54
0.05 0.15 -0.10
-1.28 0.21 -2.03

[3]
ORCA calculation (wB97M-V/def2-TZVPD) on a cluster of 3 separate species, C22H50N2O10 in total.

- HOMO level: -8.80 eV
- SMILES string: CNC[C@@H](OC)[C@](N)(O)CCCCOC=O.COCCOCCOC.COCCOCCOC
- HOMO-LUMO gap: 9.39 eV
- Total charge: 0

Each line ends with the Löwdin charge.
CARTESIAN COORDINATES (ANGSTROEM)
C 3.4515 -4.7672 1.9369  -0.18
H -5.3206 0.2929 -3.7990  0.12
H -5.8796 1.9189 -4.2268  0.13
H 6.3888 -2.3946 3.9479  0.09
O 2.5975 -3.8859 2.6498  -0.14
H -3.6398 -0.4474 -5.8554  0.12
H 3.9761 5.0182 -0.5936  0.09
H 1.8319 -3.3766 4.4288  0.13
H -3.4750 2.4571 -4.8805  0.13
H -1.1478 3.7490 -0.7927  0.11
H 0.8537 -0.2509 1.3539  0.08
H 2.9521 -8.7624 2.5196  0.09
H 1.6261 -7.9535 3.3933  0.09
H 0.0447 4.6215 0.8336  0.12
C -5.4544 -1.6001 -5.9119  -0.21
C -4.6577 -0.3582 -6.2418  -0.18
C 6.2644 -3.1760 4.7071  -0.11
H 3.4576 -6.7426 1.1143  0.13
C -3.1500 4.0800 -0.1898  -0.17
O -5.2521 -1.9783 -4.5634  -0.20
C -2.8045 6.3961 0.1688  -0.35
C 2.0571 2.8690 0.9129  -0.27
H 2.9619 2.4223 1.3619  0.14
N 2.2396 0.5647 -0.0705  -0.11
H -3.3472 4.4770 -1.1861  0.12
O -2.0903 6.5980 -0.7657  0.09
H -4.0209 3.5212 0.1527  0.13
O -3.0255 5.1965 0.7273  -0.04
H 1.2426 4.4488 3.6966  0.09
O 0.7586 2.0637 2.8059  -0.01
H 1.9026 -6.2399 1.8254  0.13
H 4.4828 -4.6919 2.2893  0.12
C 3.9294 -3.1307 4.5685  -0.21
H -3.3675 7.1894 0.6796  0.14
N 1.8142 4.2068 2.8941  0.11
H -2.1209 2.2825 -0.6965  0.11
H -2.1614 3.0721 1.9395  0.11
H 1.4572 1.8970 3.4457  0.10
H -1.3994 1.9633 -3.0211  0.07
H -4.6073 -0.2760 -7.3293  0.13
O 3.3572 -6.8328 3.1703  -0.20
O -5.2710 0.8447 -5.8052  -0.13
C -3.7730 1.7574 -4.0888  -0.21
H -0.8088 0.4400 -3.7194  0.09
H 3.0704 -8.5032 4.2740  0.09
C -1.4978 1.2700 -3.8655  -0.11
C 2.7145 -8.0741 3.3397  -0.11
H 3.7613 -2.8452 5.6171  0.13
O -2.7995 0.7402 -3.9461  -0.19
H 0.4466 1.7255 -0.0551  0.10
H 2.7205 -4.9082 4.4591  0.12
C -1.8960 3.2261 -0.1916  -0.18
H -3.8566 2.3171 -3.1450  0.12
H 7.1092 -3.8596 4.6539  0.09
H 2.6885 3.8234 3.2407  0.09
H -0.5397 4.5113 2.4695  0.12
C -1.3463 2.9669 1.2213  -0.17
H -6.1164 -3.8557 -4.7616  0.09
H 1.9296 0.0411 -0.8813  0.10
H 2.2762 -1.2703 0.9491  0.07
C 1.5331 1.8482 -0.1145  -0.15
C -5.1203 1.1614 -4.4309  -0.18
C 2.7232 -3.8903 4.0630  -0.18
H -6.5193 -1.4040 -6.0934  0.13
C 3.5829 4.0071 -0.5032  -0.09
H 6.2502 -2.7053 5.6976  0.09
O 5.0951 -3.9266 4.4795  -0.19
H -5.1345 -2.4182 -6.5733  0.13
H -1.0243 1.9308 1.2949  0.09
H 4.3360 3.3666 -0.0306  0.09
C -0.1975 3.9097 1.6233  -0.10
H -5.9369 -3.2125 -3.1144  0.09
C 2.9925 -6.2077 1.9549  -0.21
C 1.9210 -0.2516 1.0996  -0.13
H 2.4426 0.1439 1.9735  0.06
H 3.3932 3.6181 -1.5097  0.08
H -7.2041 -2.5680 -4.1833  0.09
H 1.7453 2.2747 -1.0960  0.12
C 1.1073 3.2443 2.0767  -0.54
H 3.4170 -4.4226 0.9013  0.13
H -1.2228 1.7999 -4.7850  0.09
H 4.0519 -2.2146 3.9747  0.13
C -6.1781 -2.9522 -4.1430  -0.11
O 2.4095 4.0803 0.2741  -0.15

Forces on atoms 1 to 6 (eV/Å):
0.00 0.02 -0.08
0.06 -0.01 0.00
-0.01 -0.01 -0.01
-0.01 0.02 0.02
0.01 -0.01 -0.01
-0.02 -0.04 0.04

[4]
ORCA calculation (wB97M-V/def2-TZVPD) on a structure of composition C29H24BrCrN2O5.

- Energy above the lowest of the compared OMol25 structures with the same formula, charge and spin: 121.7 kcal/mol
- HOMO level (alpha / beta): -5.22 / -5.23 eV
- <S²>: 3.8428
- Spin multiplicity: 4
- HOMO-LUMO gap (alpha / beta): 4.45 / 4.63 eV
- Total charge: 0

Each line ends with the Mulliken spin population.
CARTESIAN COORDINATES (ANGSTROEM)
C 0.7278 -0.6641 3.4322  0.00
C -1.2804 -2.4687 -0.7731  -0.06
H 1.7568 2.5987 2.6941  0.00
O 1.4548 3.9265 0.4114  0.01
H 1.5435 -0.7009 4.1766  0.00
H -1.1259 0.5128 3.7984  0.00
C -3.2720 3.8056 -2.3971  0.00
H 3.0701 0.8735 -2.1257  0.00
H -1.7174 -4.5264 -1.3228  0.00
H -4.6547 4.0842 0.6135  0.00
O 2.6243 0.0218 -1.9557  0.01
C -2.1126 -3.5572 -1.0205  -0.02
C -1.7808 -1.1793 -0.6625  -0.19
H -3.7661 5.4987 0.0173  0.00
C -3.1436 -1.0219 -0.5495  0.02
H 5.2196 0.0616 -0.7912  0.00
H -4.1792 -4.1883 -1.1596  0.00
C 2.3327 -1.7382 -0.5653  -0.01
C 3.1658 -0.5274 -0.7174  0.00
Br -0.6111 0.6597 -3.3720  0.00
C 4.6179 -0.8373 -0.7891  0.00
C -3.9991 -2.1141 -0.6282  -0.03
C -1.7892 1.9576 -2.4238  0.01
C -2.4207 2.9645 -3.1224  -0.01
C -0.0620 0.6463 3.5842  0.00
H -2.2716 3.0811 -4.1917  0.00
H -3.7844 4.5886 -2.9238  0.00
C -4.3298 4.6096 -0.2994  0.00
H 0.1590 -1.5885 3.5229  0.00
C 3.1770 0.5704 0.5886  0.00
H -5.0761 -1.9667 -0.5063  0.00
C 2.0624 -4.1949 -0.4042  0.02
H 1.6712 -1.5474 1.6684  0.00
H 3.0433 0.5849 2.7281  0.00
C 2.3029 0.5875 1.8944  0.01
H 0.0413 -4.7743 -0.1122  0.00
C 2.9341 -3.0571 -0.4872  0.00
H 2.5156 -5.1584 -0.4078  0.00
C 5.1284 -2.0844 -0.8937  0.00
C 4.3215 -3.2067 -0.6330  0.00
H 4.6797 -4.2556 -0.6506  0.00
H -5.2246 4.9197 -0.8290  0.00
C -3.4740 3.6502 -1.0340  0.00
O 3.9126 1.5023 0.3405  0.00
N -1.9176 1.8294 -1.0972  -0.02
C 0.7016 -3.9550 -0.3279  -0.01
H -2.9816 2.2282 0.6049  0.00
H 6.1824 -2.2097 -1.0902  0.00
H -3.5710 -0.0210 -0.3939  0.00
Cr -0.1721 0.2072 -0.7183  3.28
C 1.2469 2.7266 0.4988  0.00
H -0.8615 1.9621 2.0148  -0.01
C 0.0256 1.3341 2.2426  0.01
C 1.3441 -0.5667 2.0524  0.00
N 0.9794 -1.5757 -0.6995  -0.09
C -2.8153 2.5807 -0.4123  0.01
H 0.3522 1.2908 4.3914  0.00
O 0.9781 1.9668 -0.4881  0.03
O 0.0595 -0.0037 1.3336  -0.04
C 1.3781 1.9011 1.9323  0.00
C 0.1702 -2.6753 -0.6256  0.07
C -3.4862 -3.3679 -0.9398  0.03

Forces on atoms 1 to 6 (eV/Å):
1.16 0.18 0.61
1.02 -0.63 -0.10
-0.36 -0.17 -0.27
-0.36 -0.73 0.85
-0.33 -0.13 -0.20
0.20 -0.34 0.20

For each record above, in turn, the calculated strongest force on any atom values are 0.2106, 0.3121, 0.0157, 0.0570 hartree/bohr.